Computed, not measured: a structure of composition C27H28N2PdSi at a distorted geometry, with ωB97M-V/def2-TZVPD.

XYZ file:
```
59
Properties=species:S:1:pos:R:3
C -2.64 -0.77 0.92
C -1.57 -1.54 0.41
C -0.72 -1.96 1.53
H -1.50 -1.94 -0.61
C -1.40 -1.51 2.73
C -2.54 -0.78 2.35
H -3.28 -0.35 3.02
H -3.50 -0.38 0.37
H -0.04 -2.82 1.48
H -1.15 -1.79 3.76
Pd 0.67 -0.30 0.78
C 2.35 0.19 -0.50
H 2.85 -0.71 -0.13
H 1.97 0.85 0.33
H 3.02 0.79 -1.18
Si 0.87 -0.31 -1.99
C 0.67 1.29 -3.08
C -0.60 1.55 -3.67
H -1.40 0.80 -3.60
C -0.84 2.74 -4.35
H -1.82 2.94 -4.78
C 0.18 3.68 -4.52
H 0.03 4.58 -5.14
C 1.43 3.43 -3.93
H 2.23 4.17 -4.05
C 1.68 2.24 -3.22
H 2.67 2.03 -2.81
C 0.97 -1.99 -2.86
C 0.46 -2.18 -4.17
H 0.36 -1.32 -4.86
C 0.11 -3.49 -4.59
H -0.24 -3.64 -5.62
C 0.16 -4.57 -3.70
H -0.21 -5.56 -3.99
C 0.73 -4.39 -2.43
H 0.81 -5.22 -1.72
C 1.20 -3.13 -2.05
H 1.74 -3.05 -1.09
H 0.92 -1.55 -0.40
H -0.59 -0.45 -1.87
N -0.60 1.64 0.97
C -0.76 1.94 2.39
C -1.80 2.71 2.90
C -1.90 2.84 4.29
C -1.04 2.17 5.15
C -0.01 1.32 4.66
C 0.79 0.45 5.44
C 1.60 -0.51 4.86
C 1.59 -0.63 3.47
N 0.92 0.25 2.74
C 0.11 1.23 3.25
H -1.52 1.72 0.53
H -0.12 2.40 0.49
H -2.53 3.21 2.25
H -2.66 3.48 4.73
H -1.13 2.23 6.25
H 0.70 0.54 6.52
H 2.23 -1.17 5.42
H 2.08 -1.42 2.92
```

Charge: 0
Energy above the lowest of the compared OMol25 structures with the same formula, charge and spin (kcal per mole): 49.2
Orbital gap (alpha / beta) (eV): 4.8 / 5.6
⟨S²⟩: 2.011
Multiplicity: 3
E_HOMO (alpha / beta) (eV): -5.5 / -6.5
LUMO (alpha / beta) (eV): -0.69 / -0.87

=====

Computed, not measured: a cluster of 3 separate species, C24H50FN5O5S in total at a distorted geometry, with ωB97M-V/def2-TZVPD.

XYZ file:
```
86
Properties=species:S:1:pos:R:3
C 3.80 1.93 -1.28
C 3.89 2.38 -2.78
C 2.53 2.17 -3.50
N 1.71 3.41 -3.51
N 0.51 3.22 -2.73
C -0.52 2.42 -3.40
C -0.75 1.08 -2.61
C -2.23 0.80 -2.30
N -2.84 1.59 -1.27
O -2.79 -0.05 -2.89
S -0.04 4.57 -1.97
O -1.42 4.86 -2.19
O 0.24 4.44 -0.58
F 0.78 5.86 -2.45
H 4.45 2.56 -0.66
H 2.74 2.02 -0.98
H 4.11 0.89 -1.15
H 4.28 3.40 -2.89
H 4.60 1.70 -3.26
H 2.77 1.87 -4.53
H 2.02 1.35 -2.98
H 2.30 4.10 -3.06
H -1.45 2.94 -3.64
H -0.10 2.12 -4.37
H -0.20 1.17 -1.67
H -0.30 0.25 -3.18
H -2.68 1.11 -0.39
H -2.31 2.46 -1.23
C 2.08 2.67 2.61
C 0.69 2.00 2.61
C -0.40 3.07 2.61
C -0.57 3.78 3.95
C -0.77 2.76 5.07
C 0.32 1.68 5.11
N 0.56 1.07 3.77
O -0.41 0.24 3.53
C 1.62 2.29 5.67
C -0.07 0.63 6.16
C 0.64 1.25 1.28
H 2.13 3.56 3.24
H 2.85 1.97 2.93
H 2.34 3.01 1.61
H -1.36 2.62 2.33
H -0.18 3.82 1.84
H 0.29 4.41 4.16
H -1.44 4.44 3.91
H -0.82 3.28 6.03
H -1.75 2.28 4.94
H 2.45 1.58 5.59
H 1.51 2.53 6.72
H 1.92 3.22 5.18
H -1.04 0.18 5.96
H -0.13 1.08 7.14
H 0.68 -0.17 6.20
H 1.40 0.46 1.24
H 0.83 1.94 0.45
H -0.33 0.79 1.09
C -0.32 -6.30 -1.04
C -0.25 -4.78 -0.78
C -1.33 -4.38 0.23
C -2.74 -4.37 -0.37
C -2.79 -3.52 -1.63
C -1.73 -3.92 -2.67
N -0.37 -4.03 -2.07
O 0.09 -2.83 -1.88
C -2.13 -5.25 -3.34
C -1.76 -2.90 -3.81
C 1.13 -4.57 -0.13
H -1.33 -6.68 -1.09
H 0.21 -6.56 -1.96
H 0.16 -6.85 -0.23
H -1.12 -3.38 0.62
H -1.30 -5.05 1.09
H -3.07 -5.39 -0.58
H -3.44 -3.97 0.37
H -3.78 -3.60 -2.08
H -2.66 -2.47 -1.35
H -1.32 -5.61 -3.98
H -3.01 -5.11 -3.96
H -2.39 -6.04 -2.64
H -1.60 -1.89 -3.47
H -2.73 -2.91 -4.31
H -1.00 -3.13 -4.56
H 1.93 -4.84 -0.82
H 1.22 -5.20 0.75
H 1.28 -3.54 0.20
```

Charge: 0
Orbital gap (alpha / beta) (eV): 9.0 / 9.6
⟨S²⟩: 2.008
Multiplicity: 3
E_HOMO (alpha / beta) (eV): -8.5 / -9.3
LUMO (alpha / beta) (eV): 0.49 / 0.24

=====

Computed, not measured: an isolated molecule of C4H9N, with ωB97M-V/def2-TZVPD.

XYZ file:
```
14
Properties=species:S:1:pos:R:3
C 0.70 -0.61 2.22
C -0.19 -0.35 1.26
N -0.01 -0.56 -0.10
C -0.74 0.28 -1.03
C 0.16 1.10 -1.94
H 0.58 -0.27 3.23
H 1.62 -1.11 1.95
H -1.15 0.10 1.47
H 0.93 -0.78 -0.39
H -1.41 -0.32 -1.65
H -1.33 1.02 -0.48
H 0.84 1.80 -1.45
H 0.79 0.47 -2.59
H -0.52 1.68 -2.58
```

Charge: 0
Energy above the lowest of the compared OMol25 structures with the same formula, charge and spin (kcal per mole): 15.5
Orbital gap (eV): 9.0
Structure (SMILES): C=CNCC
E_HOMO (eV): -7.8
LUMO (eV): 1.17

=====

Computed, not measured: a cluster of 2 separate species, C22H20N5O8 in total at a distorted geometry, with ωB97M-V/def2-TZVPD.

XYZ file:
```
55
Properties=species:S:1:pos:R:3
N -1.69 -4.14 3.92
C -1.22 -3.07 3.79
C -0.63 -1.77 3.64
C 0.74 -1.48 3.69
C 1.21 -0.17 3.40
N 2.62 0.08 3.29
O 3.42 -0.86 3.50
O 2.99 1.23 2.98
C 0.34 0.91 3.06
C -1.01 0.63 3.28
N -2.12 1.47 3.16
O -2.25 2.66 2.99
O -3.26 0.59 3.17
N -2.88 -0.73 3.37
C -1.53 -0.67 3.46
H 1.46 -2.27 3.89
H 0.69 1.93 3.09
C -0.75 -2.67 -5.58
N -0.02 -3.15 -4.42
C -0.13 -4.59 -4.24
C 0.12 -2.33 -3.28
C -0.88 -2.30 -2.29
C -0.68 -1.59 -1.12
C 0.53 -0.91 -0.90
C 0.79 -0.28 0.47
C 0.55 1.17 0.61
C 1.54 2.03 -0.05
O 2.66 1.66 -0.35
O 1.13 3.29 -0.45
C 0.01 3.87 0.23
C 0.39 4.30 1.63
C -0.53 5.04 -0.60
O -1.10 2.92 0.21
C -0.84 1.60 0.40
O -1.78 0.81 0.36
C 1.50 -0.87 -1.91
C 1.29 -1.55 -3.10
H -0.72 -1.58 -5.61
H -0.28 -3.09 -6.48
H -1.80 -3.01 -5.55
H 0.41 -4.90 -3.33
H -1.18 -4.92 -4.16
H 0.32 -5.09 -5.11
H -1.81 -2.85 -2.45
H -1.46 -1.54 -0.37
H 0.13 -0.78 1.19
H 1.86 -0.43 0.71
H 0.80 3.47 2.20
H 1.14 5.09 1.55
H -0.50 4.70 2.14
H -0.92 4.67 -1.55
H -1.35 5.52 -0.04
H 0.26 5.78 -0.79
H 2.41 -0.30 -1.73
H 2.04 -1.53 -3.90
```

Charge: -1
Energy above the lowest of the compared OMol25 structures with the same formula, charge and spin (kcal per mole): 0.0
Orbital gap (eV): 6.0
E_HOMO (eV): -4.9
LUMO (eV): 1.03

=====

Computed, not measured: an isolated molecule of C3H4FNS2 at a distorted geometry, with ωB97M-V/def2-TZVPD.

XYZ file:
```
11
Properties=species:S:1:pos:R:3
C -0.26 -1.37 1.06
C 0.44 -0.26 0.98
F 0.96 0.29 2.09
C 0.86 0.45 -0.26
S 2.39 1.01 -0.43
N -0.01 0.51 -1.30
S -1.72 0.47 -1.26
H -0.63 -1.83 0.14
H -0.41 -1.85 2.02
H 0.34 0.90 -2.19
H -1.96 1.68 -0.85
```

Charge: 0
Energy above the lowest of the compared OMol25 structures with the same formula, charge and spin (kcal per mole): 14.3
Orbital gap (eV): 8.5
Structure (SMILES): C=C(F)C(=S)NS
E_HOMO (eV): -8.9
LUMO (eV): -0.35

=====

Computed, not measured: a cluster of 11 separate species, C78H77BrIN4O4P in total at a distorted geometry, with ωB97M-V/def2-TZVPD.

XYZ file:
```
166
Properties=species:S:1:pos:R:3
H -2.68 -1.29 4.48
N -1.66 -1.35 4.37
C -1.26 -0.23 3.93
C 0.20 -0.05 3.66
C 0.47 0.87 2.50
C -0.07 0.60 1.21
C -0.95 -0.62 0.95
C -0.36 -1.87 0.81
C -1.16 -2.94 0.47
C -2.53 -2.76 0.32
C -3.00 -1.47 0.52
N -2.25 -0.41 0.83
C 0.20 1.43 0.16
C -0.31 1.16 -1.24
C 0.59 0.11 -1.91
C 2.06 0.49 -1.94
Br 3.13 -1.11 -2.30
C 0.99 2.60 0.34
N 1.25 3.40 -0.74
C 1.97 4.46 -0.52
P 2.24 5.57 -1.94
O 2.06 6.97 -1.56
O 3.63 5.26 -2.63
O 1.14 5.09 -3.00
C 2.48 4.79 0.77
O 3.23 5.89 0.90
N 2.26 4.03 1.80
C 1.51 2.91 1.60
C 1.25 2.02 2.67
I 2.13 2.57 4.52
H -1.91 0.62 3.71
H 0.66 -1.02 3.52
H 0.63 0.36 4.56
H 0.70 -2.02 0.92
H -0.72 -3.91 0.30
H -3.19 -3.55 0.03
H -4.06 -1.28 0.39
H -0.39 2.07 -1.82
H -1.32 0.77 -1.16
H 0.26 -0.03 -2.94
H 0.50 -0.86 -1.44
H 2.29 1.24 -2.68
H 2.43 0.84 -0.99
H 4.03 4.44 -2.32
H 0.49 4.53 -2.55
H 3.10 6.18 1.81
C -4.13 -4.64 4.58
C -3.03 -4.46 3.76
C -2.68 -5.42 2.84
C -3.43 -6.58 2.72
C -4.52 -6.78 3.55
C -4.87 -5.81 4.48
H -4.41 -3.88 5.30
H -2.43 -3.56 3.81
H -1.82 -5.25 2.20
H -3.16 -7.33 1.98
H -5.11 -7.68 3.47
H -5.73 -5.96 5.12
C 4.92 -2.11 0.81
C 5.85 -1.80 1.78
C 7.09 -2.44 1.79
C 7.38 -3.39 0.82
C 6.43 -3.71 -0.15
C 5.20 -3.06 -0.15
H 3.96 -1.60 0.80
H 5.63 -1.05 2.54
H 7.82 -2.19 2.54
H 8.34 -3.89 0.82
H 6.66 -4.45 -0.90
H 4.47 -3.31 -0.91
C -8.14 -1.17 5.73
C -7.04 -0.99 4.91
C -6.69 -1.97 4.00
C -7.44 -3.13 3.89
C -8.55 -3.31 4.71
C -8.90 -2.33 5.63
H -8.42 -0.41 6.45
H -6.44 -0.09 4.99
H -5.82 -1.83 3.36
H -7.17 -3.89 3.18
H -9.14 -4.22 4.64
H -9.76 -2.47 6.27
C 8.52 -8.30 3.84
C 8.02 -9.03 2.77
C 7.33 -8.39 1.75
C 7.13 -7.02 1.81
C 7.62 -6.29 2.88
C 8.31 -6.93 3.90
H 9.06 -8.80 4.63
H 8.17 -10.10 2.73
H 6.94 -8.96 0.92
H 6.59 -6.51 1.01
H 7.46 -5.22 2.92
H 8.70 -6.36 4.73
C -13.03 -1.63 1.63
C -12.05 -1.28 2.55
C -10.83 -1.93 2.54
C -10.59 -2.95 1.63
C -11.57 -3.31 0.72
C -12.79 -2.65 0.72
H -13.98 -1.11 1.63
H -12.24 -0.49 3.26
H -10.06 -1.66 3.25
H -9.63 -3.46 1.63
H -11.39 -4.10 0.00
H -13.56 -2.93 0.01
C 9.21 -0.66 -0.53
C 9.21 0.71 -0.31
C 10.29 1.48 -0.72
C 11.37 0.88 -1.34
C 11.38 -0.49 -1.56
C 10.29 -1.26 -1.15
H 8.36 -1.26 -0.22
H 8.36 1.18 0.18
H 10.29 2.55 -0.54
H 12.21 1.48 -1.66
H 12.22 -0.96 -2.04
H 10.30 -2.33 -1.33
C -3.30 -0.13 -5.11
C -2.75 0.09 -3.86
C -2.61 -0.96 -2.96
C -3.03 -2.23 -3.32
C -3.59 -2.45 -4.58
C -3.72 -1.40 -5.47
H -3.39 0.69 -5.81
H -2.41 1.08 -3.59
H -2.18 -0.78 -1.98
H -2.94 -3.05 -2.62
H -3.92 -3.44 -4.85
H -4.15 -1.57 -6.45
C 4.97 9.31 0.47
C 3.58 9.25 0.45
C 2.85 9.82 1.49
C 3.50 10.45 2.54
C 4.89 10.51 2.56
C 5.62 9.94 1.53
H 5.54 8.88 -0.33
H 3.07 8.75 -0.36
H 1.77 9.77 1.47
H 2.93 10.89 3.34
H 5.40 10.99 3.39
H 6.70 9.99 1.54
C 3.30 2.53 -7.70
C 1.93 2.30 -7.67
C 1.15 2.89 -6.69
C 1.74 3.71 -5.73
C 3.10 3.94 -5.76
C 3.89 3.35 -6.75
H 3.91 2.07 -8.47
H 1.48 1.66 -8.41
H 0.08 2.71 -6.67
H 1.13 4.18 -4.97
H 3.56 4.58 -5.02
H 4.95 3.53 -6.77
C -5.85 2.63 -4.80
C -7.17 3.06 -4.81
C -7.46 4.41 -4.93
C -6.43 5.34 -5.02
C -5.11 4.92 -4.99
C -4.82 3.56 -4.88
H -5.61 1.58 -4.71
H -7.97 2.33 -4.74
H -8.49 4.74 -4.94
H -6.66 6.39 -5.11
H -4.31 5.64 -5.06
H -3.79 3.23 -4.86
```

Charge: 0
Orbital gap (eV): 7.8
Structure (SMILES): [H]/N=C/Cc1c(-c2ccccn2)c(CCCBr)c2nc(P(=O)(O)O)c(O)nc2c1I.c1ccccc1.c1ccccc1.c1ccccc1.c1ccccc1.c1ccccc1.c1ccccc1.c1ccccc1.c1ccccc1.c1ccccc1.c1ccccc1
E_HOMO (eV): -9.1
LUMO (eV): -1.28

=====

Computed, not measured: an isolated molecule of C6H6O at a distorted geometry, with ωB97M-V/def2-TZVPD.

XYZ file:
```
13
Properties=species:S:1:pos:R:3
C 1.99 -0.01 -0.03
C 0.51 0.09 -0.10
C -0.17 1.26 -0.03
O -1.56 1.16 -0.03
C -1.88 -0.18 -0.38
C -1.61 -1.31 0.55
C -0.52 -0.93 -0.05
H 2.67 1.02 -0.10
H 2.32 -0.61 -0.85
H 2.14 -0.61 0.94
H 0.31 2.32 0.04
H -2.34 -0.35 -1.33
H -1.87 -1.87 1.37
```

Charge: 0
Energy above the lowest of the compared OMol25 structures with the same formula, charge and spin (kcal per mole): 111.6
Orbital gap (eV): 9.3
Structure (SMILES): CC1=CO[C@@H]2C=C12
E_HOMO (eV): -8.4
LUMO (eV): 0.83

=====

Number 1: energy -1572.3009 a.u.. Number 2: energy -2092.2858 a.u.. Number 3: energy -212.5265 a.u.. Number 4: energy -1725.8701 a.u.. Number 5: energy -1067.6569 a.u.. Number 6: energy -6751.5888 a.u.. Number 7: energy -307.2855 a.u..